(1)
One molecule with the formula C4H8O2, computed with ωB97M-V/def2-TZVPD.

Atoms and positions in Å:
C: 1.8036 0.4766 -0.0396
C: 0.9011 -0.6703 0.3517
O: -0.0278 -0.3320 1.3792
C: -0.5548 -0.7893 0.1375
C: -1.3909 0.1661 -0.6756
O: -2.5083 0.6006 0.0689
H: 1.2719 1.2682 -0.5731
H: 2.7037 0.1993 -0.6043
H: 2.1236 0.8957 0.9200
H: 1.4154 -1.6256 0.4726
H: -1.0151 -1.7734 0.2574
H: -1.7779 -0.3687 -1.5517
H: -0.7929 1.0128 -1.0443
H: -2.1516 0.9400 0.9012

Output
Energy relative to the best compared isomer or geometry (same formula, charge and spin): 47.9 kcal per mole
Largest force on an atom: 0.5 eV/A
SMILES string: C[C@H]1O[C@H]1CO
LUMO energy: 1.06 eV

For reference, the Mulliken charges in units of e are: -1.23, 0.30, -0.46, -0.13, -0.49, -0.51, 0.31, 0.33, 0.25, 0.40, 0.39, 0.29, 0.23, 0.33



(2)
One molecule with the formula C4H8O2, computed with ωB97M-V/def2-TZVPD.

Atoms and positions in Å:
C: -1.2266 0.5411 1.4875
O: -0.7709 0.7703 0.1668
C: -0.0105 -0.2590 -0.4178
C: 0.4983 0.2003 -1.7754
C: 1.1585 -0.7018 0.4467
O: 1.7426 -1.7409 0.2564
H: -2.2199 0.9932 1.5852
H: -1.3068 -0.5321 1.7182
H: -0.5587 1.0172 2.2215
H: -0.6024 -1.1667 -0.6061
H: -0.3305 0.3408 -2.4711
H: 1.0523 1.1423 -1.7127
H: 1.1308 -0.5992 -2.1643
H: 1.4439 -0.0056 1.2650

Output
Energy relative to the best compared isomer or geometry (same formula, charge and spin): 38.2 kcal per mole
Largest force on an atom: 0.6 eV/A
SMILES string: CO[C@@H](C)C=O
LUMO energy: 0.88 eV

For reference, the Mulliken charges in units of e are: -0.77, -0.38, 0.58, -1.42, 0.01, -0.47, 0.26, 0.35, 0.27, 0.20, 0.32, 0.35, 0.40, 0.31



(3)
One molecule with the formula C4H8O2, computed with ωB97M-V/def2-TZVPD.

Atoms and positions in Å:
C: -0.1172 -1.2491 1.3606
C: -0.2452 -0.0608 0.4362
C: 1.0053 0.6940 0.0001
O: 0.5606 1.3547 -1.1735
C: -0.5657 0.6405 -1.6555
O: -0.7515 -0.4737 -0.8284
H: 0.3180 -0.9427 2.3178
H: -1.1137 -1.6570 1.5549
H: 0.5002 -2.0394 0.9233
H: -0.9364 0.6750 0.8779
H: 1.3465 1.4402 0.7240
H: 1.8352 0.0132 -0.2358
H: -1.4418 1.3077 -1.6201
H: -0.3944 0.2974 -2.6814

Output
Energy relative to the best compared isomer or geometry (same formula, charge and spin): 29.9 kcal per mole
Largest force on an atom: 0.4 eV/A
SMILES string: C[C@H]1COCO1
LUMO energy: 1.09 eV

For reference, the Mulliken charges in units of e are: -1.39, 0.48, -0.45, -0.36, -0.20, -0.40, 0.37, 0.33, 0.34, 0.23, 0.27, 0.29, 0.25, 0.23



(4)
One molecule with the formula C4H8O2, computed with ωB97M-V/def2-TZVPD.

Atoms and positions in Å:
C: 2.0197 -0.1170 -0.1015
C: 0.6249 0.3659 -0.3091
O: 0.3679 1.5593 -0.2953
C: -0.4806 -0.6203 -0.4134
C: -1.5317 -0.1249 0.5651
O: -2.1485 1.1112 0.2125
H: 2.0770 -0.8912 0.6732
H: 2.3455 -0.5571 -1.0474
H: 2.6030 0.7633 0.1535
H: -0.9337 -0.6522 -1.4116
H: -0.1560 -1.6562 -0.1986
H: -1.1189 0.0095 1.5936
H: -2.2681 -0.9076 0.5135
H: -1.4005 1.7173 0.0656

Output
Energy relative to the best compared isomer or geometry (same formula, charge and spin): 24.3 kcal per mole
Largest force on an atom: 1.0 eV/A
SMILES string: CC(=O)CCO
LUMO energy: 0.86 eV

For reference, the Mulliken charges in units of e are: -1.18, 0.79, -0.64, -0.47, -0.52, -0.55, 0.33, 0.31, 0.34, 0.27, 0.30, 0.29, 0.33, 0.39



(5)
One molecule with the formula C4H8O2, computed with ωB97M-V/def2-TZVPD.

Atoms and positions in Å:
C: -0.7742 -1.1206 -0.1269
C: -1.3659 0.2804 -0.2038
O: -0.3740 1.2092 -0.6014
C: 0.7988 1.1406 0.1950
C: 1.3630 -0.2790 0.1656
O: 0.3769 -1.1455 0.6905
H: -1.4743 -1.8419 0.3038
H: -0.5009 -1.4422 -1.1450
H: -2.1509 0.3227 -0.9676
H: -1.8119 0.5730 0.7604
H: 0.5702 1.4052 1.2402
H: 1.4758 1.8951 -0.2183
H: 2.2572 -0.4323 0.7784
H: 1.6104 -0.5647 -0.8709

Output
Energy relative to the best compared isomer or geometry (same formula, charge and spin): 35.0 kcal per mole
Largest force on an atom: 0.4 eV/A
SMILES string: C1COCCO1
LUMO energy: 1.12 eV

For reference, the Mulliken charges in units of e are: -0.44, -0.40, -0.37, -0.40, -0.42, -0.39, 0.31, 0.30, 0.29, 0.30, 0.29, 0.31, 0.31, 0.30



(6)
One molecule with the formula C4H8O2, computed with ωB97M-V/def2-TZVPD.

Atoms and positions in Å:
C: -0.4369 0.3354 -1.3508
C: 0.8891 -0.2933 -0.9081
O: 1.3600 0.3631 0.2431
C: 0.5056 0.1467 1.3514
C: -0.9518 -0.0608 0.9079
O: -1.2392 0.7062 -0.2386
H: -0.2398 1.2603 -1.9053
H: -0.9838 -0.3584 -2.0128
H: 0.7841 -1.3770 -0.7302
H: 1.6506 -0.1537 -1.6786
H: 0.6176 1.0336 1.9849
H: 0.8292 -0.7422 1.9214
H: -1.6405 0.2726 1.6896
H: -1.1442 -1.1324 0.7263

Output
Energy relative to the best compared isomer or geometry (same formula, charge and spin): 40.8 kcal per mole
Largest force on an atom: 0.3 eV/A
SMILES string: C1COCCO1
LUMO energy: 1.04 eV

For reference, the Mulliken charges in units of e are: -0.39, -0.44, -0.37, -0.38, -0.43, -0.36, 0.30, 0.27, 0.30, 0.31, 0.31, 0.26, 0.31, 0.30



(7)
One molecule with the formula C4H8O2, computed with ωB97M-V/def2-TZVPD.

Atoms and positions in Å:
C: -0.6456 -0.8729 -0.1660
C: -1.5918 0.3180 -0.2307
O: -0.7239 1.3962 -0.4917
C: 0.3992 1.2023 0.2937
C: 2.0636 -0.5233 0.1804
O: 0.4889 -0.2522 0.5068
H: -1.0454 -1.7126 0.4154
H: -0.3198 -1.2315 -1.1477
H: -2.3229 0.2711 -1.0378
H: -2.0934 0.4614 0.7368
H: 0.3552 1.6022 1.3132
H: 1.2749 1.5759 -0.2346
H: 2.2485 -1.4419 0.7439
H: 1.9126 -0.7927 -0.8817

Output
Energy relative to the best compared isomer or geometry (same formula, charge and spin): 130.0 kcal per mole
Largest force on an atom: 0.5 eV/A
LUMO energy: 0.74 eV

For reference, the Mulliken charges in units of e are: -0.28, -0.37, -0.34, -0.24, -0.79, -0.15, 0.26, 0.29, 0.30, 0.29, 0.26, 0.36, 0.23, 0.18



(8)
A 2-piece molecular cluster, C4H8O2 overall, computed with ωB97M-V/def2-TZVPD.

Atoms and positions in Å:
C: 0.5313 0.4893 -0.1858
C: 0.6275 -0.6768 0.4600
O: -0.4886 -1.3108 0.9067
C: -1.6026 -0.8353 0.1757
O: -1.8228 0.5165 0.3998
C: -0.7197 1.3027 -0.0416
H: 3.0149 0.0216 -0.3850
H: 1.3358 0.9052 -0.7739
H: 2.9789 -0.6684 -0.6533
H: 1.5313 -1.2313 0.6804
H: -2.4746 -1.3866 0.5176
H: -1.3949 -1.0230 -0.8907
H: -0.5427 2.0456 0.7475
H: -0.9738 1.8514 -0.9573

Output
Energy relative to the best compared isomer or geometry (same formula, charge and spin): 70.3 kcal per mole
Largest force on an atom: 0.4 eV/A
SMILES string: C1=COCOC1.[H][H]
LUMO energy: 1.05 eV

For reference, the Mulliken charges in units of e are: -0.26, 0.00, -0.39, -0.31, -0.40, -0.40, -0.03, 0.25, 0.04, 0.33, 0.20, 0.44, 0.24, 0.30